1.
A molecular structure, C28H76O10 at a distorted geometry, computed with ωB97M-V with the def2-TZVPD basis set.

The geometry in XYZ format:
```
114
Properties=species:S:1:pos:R:3:mulliken_charge:R:1
C -1.094 4.181 0.972 -0.776
O -1.114 4.735 2.322 -0.555
H -1.978 3.575 0.775 0.384
H -1.025 4.987 0.241 0.408
H -0.192 3.569 0.986 0.083
H -2.007 4.724 2.675 0.301
C 0.230 -1.949 3.859 -0.612
C -0.987 -2.162 4.776 0.830
C -1.803 -3.343 4.420 -0.919
O -0.461 -2.412 6.094 -0.635
H -0.034 -1.308 3.018 0.604
H 0.628 -2.890 3.479 0.406
H 1.058 -1.387 4.291 0.372
H -1.555 -1.233 4.722 0.073
H -2.669 -3.569 5.044 0.352
H -1.259 -4.288 4.393 0.405
H -2.219 -3.006 3.471 0.251
H -0.160 -3.324 6.105 0.395
C -0.307 1.897 -3.302 -0.107
C 0.999 2.705 -3.488 -0.328
C 1.852 3.158 -2.339 -1.240
O 1.822 1.992 -4.417 -0.795
H -0.885 2.443 -2.556 -0.303
H -0.006 0.994 -2.770 0.374
H -0.797 1.554 -4.214 0.245
H 0.714 3.617 -4.012 0.851
H 2.908 3.242 -2.597 0.406
H 1.746 2.459 -1.510 -0.192
H 1.489 4.039 -1.810 0.749
H 2.175 1.293 -3.862 0.310
C 3.385 -1.227 -3.917 -1.431
C 3.341 0.116 -3.154 0.562
C 3.894 1.238 -3.900 -1.773
O 2.043 0.323 -2.667 -0.686
H 2.831 -1.080 -4.844 0.360
H 3.068 -2.128 -3.392 -0.280
H 4.417 -1.351 -4.246 0.558
H 4.025 0.054 -2.307 0.348
H 4.933 1.158 -4.219 0.458
H 3.861 2.072 -3.199 0.335
H 3.360 1.690 -4.736 0.410
H 1.873 -0.454 -2.130 -0.047
C -3.375 1.729 -2.770 -1.136
C -2.950 0.538 -3.676 0.452
C -2.174 -0.536 -2.945 0.596
O -4.000 -0.057 -4.353 -0.619
H -4.086 2.442 -3.187 0.381
H -2.560 2.403 -2.509 0.243
H -3.824 1.407 -1.830 0.390
H -2.312 0.917 -4.474 -0.016
H -2.470 -1.524 -3.297 0.495
H -2.414 -0.677 -1.892 0.034
H -1.097 -0.404 -3.051 -0.545
H -4.808 0.036 -3.843 0.395
C 2.400 4.660 2.379 -1.571
C 2.305 3.240 1.884 1.198
C 2.507 2.968 0.342 -0.556
O 3.308 2.606 2.622 -0.611
H 1.439 5.164 2.279 0.199
H 3.265 5.096 1.878 0.369
H 2.658 4.795 3.430 0.402
H 1.311 2.832 2.069 -0.151
H 2.485 1.918 0.050 0.026
H 3.465 3.289 -0.068 0.400
H 1.775 3.499 -0.267 0.229
H 3.053 2.536 3.545 0.415
C -0.041 -4.964 2.264 -1.377
C -1.349 -4.449 1.521 -0.239
C -1.202 -2.895 1.442 0.042
O -1.604 -5.020 0.212 -0.564
H -0.078 -6.053 2.281 0.456
H 0.084 -4.393 3.184 0.181
H 0.739 -4.678 1.558 0.350
H -2.172 -4.836 2.121 0.425
H -0.690 -2.515 0.558 0.927
H -0.624 -2.528 2.290 0.104
H -2.190 -2.463 1.600 0.513
H -1.750 -5.965 0.297 0.360
C -3.471 1.565 2.050 -1.531
C -3.350 -0.007 1.991 1.746
C -2.286 -0.493 2.957 -0.557
O -4.637 -0.654 2.198 -0.660
H -2.475 2.008 2.058 0.105
H -4.059 1.806 2.936 0.438
H -4.001 1.833 1.136 0.402
H -2.991 -0.400 1.040 -0.279
H -1.835 -1.464 2.756 -2.042
H -2.747 -0.434 3.944 0.643
H -1.364 0.084 2.893 0.365
H -5.166 -0.550 1.403 0.409
C 0.160 1.132 1.656 -1.356
C 0.213 0.409 0.281 2.512
C -1.136 -0.187 -0.067 -0.765
O 0.764 1.196 -0.707 1.189
H 0.036 0.285 2.332 -0.569
H -0.667 1.841 1.699 -0.202
H 1.090 1.611 1.962 -0.229
H 0.927 -0.413 0.327 -1.632
H -1.220 -0.650 -1.051 0.260
H -1.807 0.668 -0.150 0.734
H -1.443 -0.871 0.724 -0.653
H 1.242 0.579 -1.265 0.199
C 2.653 -3.375 -2.000 -1.911
C 1.375 -2.612 -1.652 0.383
C 1.325 -2.241 -0.189 -0.830
O 1.378 -1.429 -2.441 -0.432
H 2.885 -3.284 -3.061 0.486
H 2.564 -4.373 -1.571 0.514
H 3.401 -2.843 -1.413 0.427
H 0.500 -3.245 -1.799 0.611
H 2.163 -1.588 0.055 0.402
H 1.598 -3.150 0.347 0.801
H 0.329 -2.044 0.205 -1.807
H 0.927 -1.527 -3.282 0.482
```

Results
- electronic energy (eV) = -50726.456
- HOMO (eV) = -8.80
- frontier orbital gap (Eh) = 0.334
- LUMO energy (eV) = 0.28
- relative energy (zero: lowest compared OMol25 entry of this formula, charge and spin) (kcal per mole) = 397.9


2.
A single Br3HNP molecule at a distorted geometry, computed with ωB97M-V with the def2-TZVPD basis set.

The geometry in XYZ format:
```
6
Properties=species:S:1:pos:R:3:mulliken_charge:R:1
N 0.635 0.318 0.324 -0.549
P 0.233 1.765 0.724 0.580
Br 1.627 2.505 2.267 -0.064
Br -1.690 2.407 1.897 -0.125
Br 0.440 3.308 -1.081 -0.130
H 0.061 -0.361 -0.315 0.288
```

Results
- electronic energy (eV) = -220923.298
- HOMO (eV) = -10.31
- frontier orbital gap (Eh) = 0.308
- LUMO energy (eV) = -1.92
- structure (SMILES) = N=P(Br)(Br)Br
- relative energy (zero: lowest compared OMol25 entry of this formula, charge and spin) (kcal per mole) = 4.1


3.
A molecular structure, C26H32FN4O6SV, computed with ωB97M-V with the def2-TZVPD basis set.

The geometry in XYZ format:
```
71
Properties=species:S:1:pos:R:3:mulliken_charge:R:1
V -0.268 -1.205 1.083 -0.154
O 1.026 -1.983 2.360 -0.340
N 2.205 -1.460 2.441 -0.814
N 2.274 -0.366 1.823 1.235
O 1.219 0.123 1.223 -0.253
C 3.501 0.374 1.770 0.149
C 4.382 0.326 2.837 -0.480
C 5.564 1.042 2.740 -0.522
C 5.842 1.787 1.602 -0.506
C 4.941 1.818 0.549 -0.662
C 3.754 1.106 0.622 -0.087
H 4.143 -0.257 3.715 0.493
H 6.267 1.022 3.562 0.373
H 6.766 2.347 1.539 0.390
H 5.160 2.393 -0.341 0.429
H 3.042 1.101 -0.190 0.353
C -2.059 -0.633 4.320 -1.572
C -2.086 0.188 3.032 1.347
C -3.513 0.403 2.534 -1.453
C -1.362 1.523 3.197 -1.468
N -1.361 -0.571 2.032 0.469
H -2.577 -0.087 5.111 0.446
H -1.034 -0.823 4.637 0.331
H -2.554 -1.594 4.179 0.336
H -4.087 0.918 3.308 0.481
H -4.000 -0.550 2.324 0.289
H -3.508 1.014 1.633 0.192
H -1.877 2.123 3.950 0.482
H -1.359 2.067 2.253 0.241
H -0.332 1.368 3.519 0.291
C -2.553 1.049 -3.567 -0.901
N -2.823 1.144 -2.150 0.241
C -3.640 0.103 -1.566 -0.682
C -2.248 2.096 -1.394 -0.173
O -2.328 2.208 -0.183 -0.563
H -2.044 0.108 -3.795 0.293
H -1.910 1.873 -3.875 0.266
H -3.481 1.091 -4.143 0.349
H -3.226 -0.878 -1.808 0.317
H -4.663 0.165 -1.947 0.384
H -3.645 0.226 -0.488 -0.072
H -1.663 2.804 -2.004 0.478
F -2.270 -6.965 0.392 -0.341
C -1.835 -5.702 0.585 0.422
C -2.722 -4.758 1.060 -0.763
C -2.257 -3.466 1.261 -0.215
C -0.936 -3.109 0.987 0.581
C -0.077 -4.105 0.518 0.291
C -0.515 -5.403 0.308 -0.881
H -3.746 -5.039 1.270 0.462
H -2.948 -2.720 1.636 0.248
H 0.959 -3.872 0.304 0.397
H 0.146 -6.175 -0.061 0.442
C 2.200 3.897 -4.377 -1.597
C 1.733 2.640 -3.700 0.854
C 1.370 2.648 -2.354 -0.873
C 0.909 1.499 -1.732 -0.810
C 0.813 0.323 -2.465 0.177
C 1.164 0.290 -3.804 -0.603
C 1.625 1.448 -4.411 -0.714
S 0.265 -1.151 -1.672 1.608
O 1.350 -1.641 -0.822 -0.718
O -0.244 -2.035 -2.678 -0.776
O -0.833 -0.667 -0.725 -0.471
H 2.639 4.591 -3.661 0.372
H 1.364 4.407 -4.860 0.292
H 2.940 3.681 -5.147 0.411
H 1.440 3.568 -1.785 0.458
H 0.613 1.522 -0.691 0.842
H 1.067 -0.635 -4.356 0.548
H 1.902 1.425 -5.458 0.404
```

Results
- electronic energy (eV) = -84965.555
- HOMO (eV) = -8.73
- frontier orbital gap (Eh) = 0.308
- LUMO energy (eV) = -0.35
- relative energy (zero: lowest compared OMol25 entry of this formula, charge and spin) (kcal per mole) = 4.7